(1)
Formula: C19H29BN2O2Ti
Source: the OMol25 dataset
Level of theory: ωB97M-V/def2-TZVPD

Calculated values
* spin multiplicity: 1
* DFT total energy: -1875.1694 Ha
* net charge: +2
* Kohn-Sham gap: 7.0632 eV
* energy above the lowest of the compared OMol25 structures with the same formula, charge and spin: 0.175 eV
* HOMO: -15.74 eV

Geometry as XYZ:
```
54
Properties=species:S:1:pos:R:3:forces:R:3:mulliken_charge:R:1
C -2.7508 -0.7451 -0.2012 -0.8 1.2 -1.3 -1.583
C -2.3105 1.5863 -3.0720 -1.7 -1.1 0.8 -1.217
H -3.0858 -1.6421 -0.7572 0.1 0.2 0.1 0.537
H -3.5907 -0.0129 -0.3226 0.0 -0.2 0.3 0.421
H -2.6396 -0.9526 0.8634 0.1 0.1 -0.3 0.606
H -2.3977 0.9980 -4.0029 0.2 0.1 0.2 0.450
H -3.3271 1.5657 -2.6094 -0.1 0.2 -0.3 0.403
H -2.0822 2.6260 -3.3174 0.1 -0.4 0.2 0.542
C -0.3771 -2.3657 -0.6140 -0.3 -0.2 -0.5 -0.141
C 0.4716 -3.4634 -0.6680 0.2 0.1 0.1 -0.892
C 1.5885 -3.4214 -1.5044 -0.6 0.0 0.1 -0.551
C 1.8037 -2.2783 -2.2524 -0.1 0.9 -0.4 -0.849
H -1.2127 -2.3116 0.0868 0.4 -0.3 -0.5 0.520
H 0.2553 -4.3427 -0.0619 0.1 0.3 0.0 0.460
H 2.2692 -4.2586 -1.5803 0.0 0.0 0.1 0.495
H 2.6597 -2.1800 -2.9193 -0.2 -0.2 0.4 0.404
N -0.2551 -1.3070 -1.4546 1.0 0.2 -0.1 0.556
C 0.8996 -1.2127 -2.1944 -0.4 -1.5 0.7 0.737
C 1.1575 0.0656 -2.8293 0.5 1.5 -1.0 0.661
N 0.2319 1.0397 -2.6025 1.0 -0.3 0.0 0.534
C 0.4679 2.2738 -3.1193 0.1 -0.4 -0.1 -0.157
C 2.5208 1.5730 -4.1587 -0.3 -0.1 0.1 -0.527
C 1.5660 2.5606 -3.9201 -0.2 0.2 0.3 -0.966
H -0.2716 3.0475 -2.9088 0.5 -0.3 0.0 0.448
H 1.6493 3.5662 -4.3343 0.1 -0.3 0.1 0.420
C 2.3125 0.3173 -3.6036 -0.7 -0.4 0.4 -1.003
H 3.0038 -0.5036 -3.7811 -0.1 0.4 0.0 0.375
H 3.3961 1.7723 -4.7735 -0.2 0.0 0.1 0.475
Ti -1.5995 0.3472 -1.5649 1.7 0.0 0.2 -0.234
C -0.9015 2.1288 0.0799 -1.1 1.1 -1.9 -0.857
H -1.2286 2.1342 -1.0167 0.4 0.9 0.8 0.925
H 0.0540 2.6807 0.0800 -0.2 -0.4 -0.3 0.384
H -1.6396 2.7882 0.5648 0.0 -0.4 -0.2 0.454
C -1.4008 -1.0442 3.6847 -0.1 -0.3 0.1 -1.818
C -0.6658 0.1653 3.1346 0.2 -0.4 0.8 1.517
C -0.5706 1.2044 4.2518 0.1 0.1 0.0 -1.803
O -1.4981 0.7351 2.1091 1.1 0.7 -1.8 -0.412
B -0.7087 0.8784 0.9714 0.9 -1.5 3.2 0.701
O 0.4921 0.1651 1.0191 -1.5 1.3 -0.8 -0.480
C 0.7210 -0.1755 2.4021 0.2 -0.3 0.9 1.513
C 1.8989 0.6647 2.8893 0.1 0.2 0.0 -1.863
C 1.1428 -1.6305 2.4511 0.0 -0.4 0.1 -1.852
H -1.5828 -1.8064 2.9175 0.1 0.1 0.2 0.285
H -2.3728 -0.7276 4.0825 0.2 0.0 -0.1 0.470
H -0.8335 -1.4905 4.5109 -0.2 0.0 -0.2 0.421
H -1.5803 1.4326 4.6156 0.2 -0.1 -0.1 0.464
H 0.0075 0.8149 5.0976 -0.1 0.1 -0.2 0.383
H -0.1206 2.1450 3.9127 -0.1 -0.2 0.1 0.324
H 2.1493 0.4050 3.9255 -0.1 0.1 -0.2 0.421
H 2.7798 0.4477 2.2715 -0.2 0.0 0.1 0.466
H 1.7001 1.7421 2.8315 0.0 -0.3 0.0 0.328
H 0.3693 -2.3104 2.0803 0.1 0.1 0.2 0.276
H 2.0357 -1.7762 1.8314 -0.1 0.1 0.1 0.376
H 1.4001 -1.9125 3.4799 -0.1 0.0 -0.3 0.453
```
Positions in Å, forces in eV/Å.



(2)
Formula: C19H29Br21FN3O6P
Source: the OMol25 dataset
Level of theory: ωB97M-V/def2-TZVPD

Calculated values
* spin multiplicity: 1
* DFT total energy: -55852.3067 Ha
* net charge: -1
* Kohn-Sham gap: 6.4304 eV
* energy above the lowest of the compared OMol25 structures with the same formula, charge and spin: 9.829 eV
* HOMO: -5.38 eV

Geometry as XYZ:
```
80
Properties=species:S:1:pos:R:3:forces:R:3:mulliken_charge:R:1
C 3.9699 2.1978 3.9350 0.1 -0.2 0.1 -0.641
C 5.0527 1.5954 2.8369 4.5 3.0 -1.2 0.660
O 6.1284 2.3376 2.5467 -6.4 -4.8 1.5 -0.574
O 4.8681 0.2885 2.1281 -0.2 3.5 1.0 -0.371
C 3.7510 0.4954 1.1876 -2.6 0.1 -0.3 0.058
C 3.3672 -0.8447 0.2941 1.8 0.0 0.2 0.119
C 2.6033 -0.4381 -1.0965 -0.2 -0.1 0.4 -0.114
C 1.0409 -0.9800 -1.2012 0.7 -1.2 -1.3 0.056
N 0.3516 -1.1460 0.1343 -0.5 0.4 -0.1 0.460
P -0.3487 -2.7817 0.1061 -0.3 -1.6 -1.5 0.010
N -1.2965 -3.1696 1.5642 -0.2 -0.5 -0.4 -0.465
O 0.9970 -3.9414 0.1530 0.0 2.7 0.7 -0.576
C -0.6582 -0.0616 0.4242 0.1 1.8 0.4 0.413
C -2.0332 -0.1236 -0.4652 -1.2 1.2 0.0 0.283
C -3.0812 1.0985 -0.0110 -0.4 -0.4 -0.3 0.282
N -4.3459 1.0000 -0.8902 0.6 1.3 0.9 -0.050
C -1.0270 0.0261 2.0539 0.6 0.3 -0.6 -0.813
C 0.2828 -0.3185 2.9883 3.3 -5.4 0.7 -0.020
O 0.8432 -1.5262 3.1440 -3.9 8.7 -0.9 -0.539
F 0.9602 0.8196 3.7088 -2.2 -3.1 -1.9 -0.295
C 0.0234 1.4294 0.0883 2.9 6.4 -0.9 -0.118
O -0.1530 2.0215 -1.1260 0.1 -3.8 5.0 -0.628
O 0.7978 2.2171 1.0705 -4.1 -5.2 -4.2 -0.716
H 4.3905 3.1779 4.4674 -0.5 -2.3 -1.6 0.284
H 3.0023 2.5053 3.3518 1.7 -0.8 1.1 0.157
H 3.7219 1.4259 4.8055 0.4 1.4 -2.2 0.268
H 2.7952 0.7229 1.8580 1.9 -0.1 -1.8 -0.335
H 3.9738 1.4256 0.4737 -0.5 -2.0 1.5 0.169
H 4.4119 -1.3465 0.0137 -2.1 1.0 0.5 0.001
H 2.8095 -1.6223 0.9665 0.8 1.7 -1.2 0.110
H 2.6050 0.7302 -1.1664 0.0 -2.2 -0.1 0.386
H 3.2237 -0.9493 -1.9784 -1.5 1.4 1.7 0.161
H 1.1273 -2.0765 -1.6661 -0.3 2.4 1.1 -0.491
H 0.3963 -0.3746 -2.0038 1.5 -1.0 2.0 0.085
H -2.3037 -3.1258 1.2546 1.4 0.0 0.2 0.220
H -1.1660 -4.1676 1.8675 0.3 1.4 -0.4 0.282
H 1.8671 -3.4573 0.2630 -1.3 -0.7 0.1 0.371
H -1.8602 0.0569 -1.6309 0.1 -0.6 2.8 0.001
H -2.6525 -1.1107 -0.3658 1.3 1.6 0.0 0.023
H -2.6494 2.1681 -0.2077 -0.2 -2.1 0.9 0.180
H -3.4824 0.9438 1.0998 1.2 0.6 -2.7 -0.392
H -4.9795 1.7494 -0.4787 0.8 -1.2 -0.9 0.083
H -4.0499 1.3547 -1.8272 -0.7 -0.4 1.2 0.008
H -1.3795 1.1352 2.2513 1.0 -2.2 -0.3 0.731
H -1.9529 -0.6822 2.2371 3.2 1.0 -0.3 0.420
C -6.3692 4.3642 1.1907 0.0 0.4 -0.1 -0.372
Br -4.4986 4.8677 1.0131 -0.5 -0.3 0.0 -0.001
Br -7.1501 3.8654 -0.5198 0.2 0.0 0.4 -0.015
Br -6.6216 2.9790 2.5330 0.1 0.2 -0.3 -0.034
H -6.9072 5.2510 1.5413 0.2 -0.4 -0.1 0.378
C -5.0666 -1.1086 3.2902 -0.3 0.2 0.1 -0.340
Br -5.3545 -1.7690 1.4831 0.3 0.3 0.5 -0.015
Br -4.8759 -2.5612 4.5699 0.0 0.3 -0.3 -0.045
Br -3.5721 0.1336 3.3773 -1.9 -0.3 1.3 0.040
H -5.9643 -0.5491 3.5730 0.3 -0.3 -0.1 0.382
C 6.6769 2.1522 -1.3294 -0.2 0.0 0.2 0.286
Br 5.8011 0.7948 -2.4132 0.3 0.3 0.2 0.018
Br 8.6138 1.9777 -1.3767 -0.4 0.0 -0.1 -0.076
Br 6.0999 3.9465 -1.8111 0.2 -0.5 0.1 -0.013
H 6.3659 1.9838 -0.2932 0.2 0.1 -0.3 -0.216
C -3.5793 2.2530 -4.9329 0.4 0.0 0.0 -0.448
Br -4.8687 3.6704 -4.5971 0.2 -0.3 0.0 -0.035
Br -2.4079 1.9637 -3.4069 0.2 0.4 -0.7 0.114
Br -4.4452 0.6070 -5.5030 0.1 0.3 0.1 -0.036
H -2.9472 2.5858 -5.7626 -0.3 -0.1 0.4 0.373
C 2.4195 -5.1970 -3.1178 -0.1 0.1 0.2 -0.272
Br 1.5437 -6.5544 -4.2017 0.2 0.3 0.2 -0.046
Br 4.3564 -5.3715 -3.1651 -0.4 0.1 0.0 0.003
Br 1.8425 -3.4028 -3.5996 0.3 -0.8 -0.2 0.017
H 2.1085 -5.3654 -2.0816 0.1 0.1 -0.4 0.282
C -8.7190 0.2680 0.4488 0.3 0.1 -0.1 0.207
Br -7.6430 -0.0450 -1.1414 -0.4 0.1 0.5 0.008
Br -10.3157 1.3051 0.0497 0.3 -0.3 0.1 -0.056
Br -9.1450 -1.3902 1.3724 0.0 0.4 -0.2 -0.076
H -8.1108 0.8682 1.1334 -0.3 -0.2 -0.3 -0.131
C 8.5574 -2.1195 -2.7125 -0.1 0.2 0.1 -0.169
Br 7.4103 -2.8851 -4.0846 0.3 0.1 0.4 -0.013
Br 7.8714 -2.4580 -0.9239 0.2 0.1 -0.5 0.027
Br 10.4028 -2.7046 -2.9026 -0.4 0.1 0.0 -0.057
H 8.5494 -1.0344 -2.8579 0.0 -0.4 0.1 0.183
```
Positions in Å, forces in eV/Å.



Question: Which of these has the highest DFT total energy?
Answer: C19H29BN2O2Ti